(1)
Formula: C28H25CrGeN3OS2
Source: the Open Molecules 2025 dataset
Level of theory: the ωB97M-V functional and the def2-TZVPD basis

```
61
Properties=species:S:1:pos:R:3:forces:R:3:nbo_charge:R:1
Cr -0.458 0.881 -1.088 0.0 0.0 -0.3 0.70
S -1.508 2.482 0.361 -0.2 0.0 0.2 -0.29
C -3.161 1.934 0.281 -0.1 0.1 0.1 -0.30
C -4.093 2.565 1.178 0.2 -0.1 -0.1 0.29
N -4.815 3.088 1.909 0.0 0.0 0.0 -0.36
C -3.592 0.946 -0.548 -0.3 -0.2 0.0 -0.30
S -2.581 0.068 -1.660 0.1 0.1 -0.1 -0.21
C -4.975 0.535 -0.498 0.2 0.2 0.0 0.29
N -6.079 0.208 -0.477 0.0 -0.1 0.0 -0.36
C 0.598 4.588 -3.146 0.0 0.0 0.0 -0.42
C -0.827 4.369 -3.672 0.0 0.0 0.0 -0.43
C -1.224 2.986 -3.133 0.0 -0.1 0.0 -0.07
O -0.076 2.508 -2.393 -0.1 0.2 -0.1 -0.56
C 0.643 3.663 -1.946 0.1 0.0 0.1 -0.08
H 0.798 5.626 -2.883 0.0 0.0 0.0 0.21
H 1.335 4.271 -3.884 0.0 0.0 0.0 0.20
H -0.870 4.413 -4.759 0.0 0.0 0.0 0.21
H -1.503 5.128 -3.279 0.0 0.0 0.0 0.21
H -1.429 2.239 -3.897 0.0 0.0 0.0 0.20
H -2.076 3.037 -2.452 0.0 0.0 0.0 0.21
H 1.642 3.334 -1.659 0.0 0.0 0.0 0.20
H 0.136 4.092 -1.076 0.0 0.0 0.0 0.20
C 0.378 -0.985 -1.496 0.1 0.3 0.2 -0.94
Ge 0.637 -1.467 0.367 0.2 -0.2 0.1 1.56
C -0.975 -1.292 1.452 -0.1 0.0 0.1 -0.38
C -1.070 -0.429 2.540 0.0 0.0 0.0 -0.21
C -2.261 -0.302 3.247 0.1 0.0 0.0 -0.22
C -3.371 -1.039 2.872 -0.1 0.0 0.0 -0.21
C -3.288 -1.915 1.798 0.0 0.0 0.0 -0.21
C -2.100 -2.039 1.099 0.0 0.0 0.0 -0.21
C 2.083 -0.382 1.116 0.0 0.1 0.0 -0.44
C 1.904 0.980 1.365 0.0 0.1 0.0 -0.23
C 2.952 1.777 1.805 0.0 -0.1 0.0 -0.20
C 4.207 1.218 2.006 0.0 0.0 0.0 -0.22
C 4.401 -0.133 1.766 0.0 0.0 0.0 -0.23
C 3.349 -0.924 1.323 0.0 0.0 0.0 -0.14
C 1.167 -3.347 0.472 0.0 -0.1 0.0 -0.43
C 1.336 -3.941 1.723 -0.1 0.0 0.0 -0.14
C 1.691 -5.276 1.837 0.0 0.0 0.0 -0.24
C 1.878 -6.044 0.695 0.0 0.0 0.0 -0.22
C 1.713 -5.469 -0.554 0.0 0.0 0.0 -0.21
C 1.364 -4.127 -0.662 0.1 0.0 0.0 -0.21
H -0.060 -1.737 -2.146 -0.1 0.1 0.0 0.25
H -0.221 0.174 2.834 0.0 0.0 0.0 0.21
H -2.324 0.395 4.073 0.0 0.0 0.0 0.21
H -4.308 -0.915 3.400 0.0 0.0 0.0 0.21
H -4.160 -2.476 1.487 0.0 0.0 0.0 0.21
H -2.067 -2.699 0.239 0.0 0.0 0.0 0.21
H 0.924 1.434 1.236 0.0 0.0 0.0 0.22
H 2.784 2.830 1.991 0.0 0.0 0.0 0.21
H 5.029 1.835 2.347 0.0 0.0 0.0 0.20
H 5.379 -0.574 1.915 0.0 0.0 0.0 0.20
H 3.527 -1.975 1.130 0.0 0.0 0.0 0.21
H 1.175 -3.358 2.623 0.0 0.0 0.0 0.21
H 1.816 -5.722 2.817 0.0 0.0 0.0 0.20
H 2.149 -7.089 0.782 0.0 0.0 0.0 0.20
H 1.858 -6.063 -1.449 0.0 0.0 0.0 0.20
H 1.255 -3.683 -1.644 0.0 0.0 0.0 0.22
N 2.126 0.356 -2.740 -0.2 0.1 0.1 -0.67
C 1.123 0.083 -2.014 0.0 -0.3 -0.1 0.14
H 2.117 1.362 -2.932 0.1 0.0 -0.1 0.31
```
Forces are in eV/Å.

- E_tot (eV) = -142566.789
- orbital gap (alpha / beta) (eV) = 6.623 / 6.704
- spin multiplicity = 2
- total charge = -1
- E_HOMO (alpha / beta) (eV) = -4.178 / -4.256
- <S²> = 0.91
- maximum force (Eh/bohr) = 0.007

---

(2)
Formula: C28H25F15O26S
Source: the Open Molecules 2025 dataset
Level of theory: the ωB97M-V functional and the def2-TZVPD basis

```
95
Properties=species:S:1:pos:R:3:forces:R:3:mulliken_charge:R:1
O 6.617 2.807 -1.025 -3.5 -4.3 -0.8 -0.57
C 5.916 2.046 -1.781 5.0 7.9 -6.0 0.82
O 5.918 2.249 -3.139 -1.6 -3.1 6.8 -0.61
S 4.980 0.685 -0.888 -0.1 -1.2 1.0 -0.07
C 3.444 0.168 -1.803 -1.0 -2.2 -1.9 0.57
F 3.907 -0.442 -3.030 -1.0 1.7 3.2 -0.23
F 2.765 -0.882 -1.091 1.7 3.1 -1.5 -0.19
C 2.450 1.363 -2.213 -1.8 -0.2 -2.5 0.50
F 2.956 2.156 -3.310 -1.0 -2.1 3.5 -0.19
F 1.264 0.727 -2.745 2.9 1.5 1.5 -0.27
C 1.941 2.282 -0.990 -2.7 1.3 -0.1 0.31
F 1.300 1.421 -0.059 2.3 2.4 -2.0 -0.06
F 0.890 3.120 -1.522 3.2 -2.1 1.5 -0.21
F 2.929 3.120 -0.421 -2.5 -2.5 -1.3 -0.13
H 4.569 1.261 0.330 -0.1 -0.3 -1.4 0.27
C -0.445 -1.352 2.306 -0.8 -0.3 -0.8 -0.06
C -0.392 -1.299 3.797 -0.2 -0.6 0.4 0.59
O 0.955 -0.959 4.060 -0.1 0.6 -0.6 -0.39
C 1.359 -0.229 2.983 1.2 0.7 -0.2 0.54
O 2.345 0.456 2.964 -0.8 -0.6 -0.1 -0.53
O 0.504 -0.366 1.931 0.6 0.3 0.7 -0.10
F -0.642 -2.517 4.336 -0.1 0.0 0.2 -0.31
H -0.138 -2.322 1.905 0.0 0.0 0.3 0.19
H -1.435 -1.110 1.917 0.3 0.0 0.0 -0.23
H -1.054 -0.553 4.245 0.0 -0.2 0.1 0.23
C -3.233 2.836 1.668 -0.3 0.9 -0.7 -0.55
C -2.074 2.501 2.547 0.5 0.8 0.5 0.59
O -2.464 1.277 3.142 -0.3 -0.6 -0.8 -0.27
C -3.279 0.677 2.233 -0.8 -1.1 -0.2 0.79
O -3.588 -0.491 2.265 0.6 1.6 0.0 -0.82
O -3.700 1.551 1.278 0.3 -0.9 0.7 -0.33
F -1.922 3.425 3.524 0.1 -0.1 0.0 -0.31
H -4.029 3.365 2.200 0.2 -0.1 0.2 0.31
H -2.940 3.428 0.799 -0.1 -0.3 0.0 0.31
H -1.128 2.367 2.014 0.0 0.1 0.2 0.20
C -6.058 -2.257 2.313 1.1 0.1 0.4 0.21
C -6.718 -2.509 0.996 -0.2 -0.3 -0.1 0.30
O -8.091 -2.549 1.324 0.4 0.5 0.1 -0.31
C -8.226 -1.737 2.413 -1.5 0.8 1.1 0.59
O -9.273 -1.312 2.807 1.1 -0.5 -0.4 -0.52
O -7.022 -1.465 2.991 -0.7 -0.2 -0.5 -0.31
F -6.359 -3.721 0.494 0.1 -0.3 -0.3 -0.24
H -5.881 -3.177 2.880 -0.2 -0.1 -0.2 0.25
H -5.112 -1.722 2.209 -0.4 0.0 0.1 -0.12
H -6.540 -1.731 0.248 0.0 -0.2 -0.1 0.29
C -2.445 -5.406 -0.909 -0.4 -0.7 -0.7 -0.07
C -2.770 -4.967 0.482 0.2 -0.5 0.6 0.62
O -1.859 -3.911 0.711 -0.3 0.3 -0.6 -0.28
C -1.619 -3.368 -0.520 0.8 1.3 -0.8 0.67
O -1.114 -2.292 -0.698 -0.5 -1.2 0.3 -0.48
O -2.031 -4.192 -1.522 0.2 0.7 0.8 -0.37
F -2.518 -5.954 1.374 -0.1 0.0 0.2 -0.30
H -1.624 -6.128 -0.943 -0.1 0.0 0.2 0.26
H -3.308 -5.832 -1.423 0.4 0.3 0.0 -0.12
H -3.794 -4.603 0.610 0.1 -0.1 0.2 0.06
C 3.015 5.923 3.029 0.2 0.0 1.0 -0.47
C 3.325 6.594 1.730 0.7 0.1 -0.4 0.32
O 2.580 5.845 0.791 -0.6 0.1 0.6 -0.14
C 1.504 5.371 1.483 -1.4 -0.7 -0.5 0.54
O 0.517 4.923 0.969 1.0 0.3 0.5 -0.48
O 1.683 5.476 2.830 -0.1 0.0 -0.8 -0.31
F 4.639 6.479 1.425 0.0 0.1 -0.1 -0.28
H 3.662 5.063 3.225 0.1 0.1 -0.2 0.28
H 3.077 6.608 3.876 -0.2 -0.1 -0.1 0.29
H 3.024 7.645 1.683 0.2 0.0 -0.1 0.26
C -7.350 -6.037 -2.375 -0.5 0.9 -0.4 -0.40
C -7.393 -6.941 -1.186 -0.6 -0.5 0.2 0.42
O -6.311 -7.822 -1.410 0.4 0.7 -0.1 -0.32
C -5.406 -7.108 -2.133 1.2 -0.5 -0.5 0.72
O -4.258 -7.426 -2.280 -1.2 0.2 0.1 -0.57
O -5.960 -5.981 -2.663 0.4 -0.6 0.4 -0.31
F -8.539 -7.661 -1.165 0.0 0.0 0.2 -0.29
H -7.883 -6.447 -3.237 0.0 -0.2 0.2 0.31
H -7.746 -5.043 -2.158 0.3 0.0 0.0 0.26
H -7.259 -6.430 -0.227 -0.1 -0.1 0.0 0.20
C 2.368 5.479 -3.735 0.1 -1.1 -0.5 0.08
C 3.400 6.387 -3.149 0.7 0.3 -0.4 0.40
O 2.664 7.556 -2.844 -0.4 -0.6 0.3 -0.34
C 1.396 7.123 -2.589 -1.4 0.8 0.7 0.72
O 0.559 7.778 -2.036 0.8 -0.6 -0.6 -0.54
O 1.201 5.849 -3.035 -0.1 0.8 0.5 -0.31
F 4.348 6.699 -4.063 0.2 0.1 0.1 -0.31
H 2.220 5.647 -4.806 0.2 0.1 0.1 0.28
H 2.601 4.426 -3.574 -0.2 0.2 0.1 -0.22
H 3.873 6.003 -2.240 0.1 0.1 -0.1 0.25
C 8.739 -1.569 -2.267 0.2 0.5 -1.0 -0.41
C 8.380 -2.899 -1.689 0.5 -0.6 0.0 0.34
O 8.380 -2.658 -0.297 -0.5 0.6 -0.3 -0.31
C 8.045 -1.346 -0.156 -0.4 1.0 1.7 0.66
O 7.683 -0.849 0.878 0.4 -0.6 -1.4 -0.52
O 8.163 -0.665 -1.335 -0.2 -0.5 0.7 -0.27
F 9.331 -3.822 -1.965 -0.1 -0.2 0.0 -0.29
H 9.820 -1.405 -2.310 -0.1 -0.2 0.1 0.27
H 8.322 -1.422 -3.264 -0.1 0.2 0.2 0.29
H 7.400 -3.274 -1.997 0.1 -0.1 0.0 0.26
```
Forces are in eV/Å.

- E_tot (eV) = -134270.118
- orbital gap (eV) = 9.344
- E_HOMO (eV) = -9.960
- maximum force (Eh/bohr) = 0.217

---

(3)
Formula: C28H25N3O4SiV
Source: the Open Molecules 2025 dataset
Level of theory: the ωB97M-V functional and the def2-TZVPD basis

```
62
Properties=species:S:1:pos:R:3:forces:R:3:nbo_charge:R:1
V 0.357 1.504 1.644 2.8 -0.7 -3.9 1.11
O -1.197 1.698 1.931 -7.3 2.2 0.5 -0.54
C -2.130 1.295 2.744 -1.7 -1.4 1.9 0.40
C -3.320 1.996 2.974 0.5 0.1 -0.3 -0.28
C -4.261 1.496 3.849 0.3 -0.1 0.0 -0.15
C -4.033 0.297 4.522 0.0 -0.1 0.0 -0.22
C -2.887 -0.428 4.283 0.1 0.0 -0.1 -0.13
C -1.914 0.036 3.388 -0.5 1.0 -0.1 -0.20
C -0.809 -0.767 2.970 0.4 -0.4 -0.3 0.15
N 0.128 -0.275 2.218 -1.5 -0.9 1.7 -0.28
N 0.980 -1.107 1.598 1.2 -1.1 -0.7 -0.29
C 1.283 -0.729 0.409 -0.2 -1.0 1.0 0.56
O 0.684 0.390 -0.093 0.4 0.3 -0.2 -0.83
C 2.223 -1.506 -0.381 0.5 -0.2 -0.5 -0.09
C 2.618 -2.771 0.074 -0.1 0.2 -0.1 -0.16
C 3.525 -3.515 -0.652 0.0 0.0 0.0 -0.21
C 4.065 -3.009 -1.827 -0.1 0.1 -0.1 -0.17
C 3.676 -1.761 -2.286 0.1 -0.1 0.0 -0.20
C 2.763 -1.012 -1.569 -0.2 0.1 0.3 -0.20
H -3.468 2.935 2.457 -0.1 0.0 0.0 0.23
H -5.171 2.047 4.028 -0.1 0.1 0.0 0.23
H -4.763 -0.066 5.228 -0.1 -0.1 0.1 0.23
H -2.713 -1.362 4.792 0.0 -0.2 0.1 0.23
H -0.822 -1.837 3.160 0.1 0.0 0.0 0.22
H 2.199 -3.150 0.992 0.0 -0.1 0.1 0.24
H 3.821 -4.494 -0.308 0.0 -0.1 0.1 0.23
H 4.790 -3.584 -2.383 0.0 -0.1 -0.1 0.23
H 4.082 -1.367 -3.204 0.1 0.0 -0.1 0.23
H 2.485 -0.032 -1.917 0.0 0.0 0.0 0.23
N 0.639 3.939 0.883 -0.4 0.1 -0.1 -0.82
C 1.891 4.042 1.652 0.4 0.1 0.4 -0.30
C 1.802 2.701 2.358 2.0 3.4 1.7 0.71
O 1.145 2.559 3.392 -0.3 -0.2 0.4 -0.55
O 2.108 1.703 1.636 4.3 -0.8 -0.8 -0.58
H 0.719 4.361 -0.040 0.0 -0.2 0.2 0.40
H -0.109 4.426 1.375 0.2 -0.1 -0.2 0.40
H 1.915 4.879 2.355 0.0 -0.1 -0.1 0.22
H 2.759 4.067 0.993 -0.2 0.0 0.1 0.23
C 1.411 1.688 -5.238 -0.1 0.0 0.0 -0.18
C 1.889 2.129 -4.016 0.1 0.1 0.0 -0.20
C 1.283 1.710 -2.848 -0.3 0.0 0.2 -0.22
C 0.196 0.828 -2.876 -0.3 -0.2 0.4 -0.54
C -0.289 0.419 -4.114 0.0 -0.1 0.3 -0.12
C 0.317 0.841 -5.285 0.0 0.0 -0.2 -0.22
Si -0.600 0.340 -1.242 -0.4 -0.3 -0.5 1.65
C -1.423 -1.320 -0.865 0.2 0.6 -0.4 -0.46
C -0.860 -2.530 -1.270 0.0 0.1 -0.2 -0.20
C -1.421 -3.735 -0.883 0.1 -0.1 0.0 -0.21
C -2.548 -3.756 -0.078 0.0 0.1 0.0 -0.18
C -3.118 -2.562 0.334 -0.1 0.0 0.1 -0.21
C -2.564 -1.357 -0.058 0.1 0.3 -0.1 -0.22
H 1.886 2.015 -6.150 0.0 0.0 -0.1 0.23
H 2.738 2.794 -3.976 0.1 0.1 0.0 0.22
H 1.649 2.061 -1.891 0.1 0.0 0.0 0.21
H -1.147 -0.232 -4.151 -0.1 -0.2 -0.1 0.21
H -0.062 0.507 -6.237 -0.1 0.0 -0.1 0.23
H -1.437 1.445 -0.740 -0.1 -0.1 0.0 -0.19
H 0.024 -2.526 -1.893 0.1 -0.1 -0.1 0.22
H -0.975 -4.660 -1.211 0.1 -0.1 0.0 0.23
H -2.983 -4.696 0.226 0.0 -0.1 0.0 0.23
H -4.000 -2.574 0.958 -0.1 0.0 0.0 0.22
H -3.022 -0.428 0.261 -0.1 0.0 0.1 0.22
```
Forces are in eV/Å.

- E_tot (eV) = -75662.162
- orbital gap (alpha / beta) (eV) = 7.381 / 7.633
- total charge = +1
- E_HOMO (alpha / beta) (eV) = -10.764 / -10.944
- relative energy (zero: lowest compared OMol25 entry of this formula, charge and spin) (eV) = 1.241
- maximum force (Eh/bohr) = 0.148

---

(4)
Formula: C28H25N6O4S5W
Source: the Open Molecules 2025 dataset
Level of theory: the ωB97M-V functional and the def2-TZVPD basis

```
69
Properties=species:S:1:pos:R:3:forces:R:3:nbo_charge:R:1
W 1.665 -0.677 -0.653 0.1 0.0 -0.2 1.47
C 1.909 -1.931 2.336 0.0 0.0 0.0 -0.65
C 2.559 -1.055 1.303 0.0 0.1 0.0 0.09
N 1.978 0.182 0.993 0.0 -0.2 -0.1 -0.31
N 2.171 1.442 1.425 0.0 0.0 0.0 -0.31
C 2.158 2.248 0.408 0.0 -0.2 -0.1 -0.06
S 2.170 1.524 -1.230 0.1 0.1 0.1 0.07
S 2.056 3.942 0.516 0.1 0.2 0.0 0.45
C 1.286 4.098 2.169 0.0 0.0 -0.1 -0.53
C -0.089 3.486 2.184 0.0 0.0 0.0 -0.07
C -0.339 2.330 2.917 0.0 0.0 0.1 -0.15
C -1.610 1.770 2.936 0.0 0.1 0.0 -0.24
C -2.640 2.361 2.216 0.1 0.2 0.1 -0.23
C -2.396 3.516 1.482 0.0 -0.1 0.1 -0.22
C -1.128 4.075 1.468 0.0 0.0 -0.1 -0.18
C 4.042 -1.161 1.073 -0.2 0.0 -0.2 -0.19
C 5.042 -1.122 2.029 0.1 0.0 0.0 -0.15
C 6.369 -1.214 1.618 0.0 0.0 -0.1 -0.18
C 6.689 -1.354 0.270 -0.1 0.0 0.1 -0.16
C 5.690 -1.416 -0.696 0.0 0.0 -0.1 -0.25
C 4.386 -1.319 -0.265 0.2 0.0 0.3 0.32
O 3.302 -1.377 -1.148 0.0 0.0 0.0 -0.62
H 2.212 -1.602 3.335 0.0 0.0 0.0 0.26
H 2.227 -2.966 2.220 0.0 0.0 0.0 0.24
H 0.821 -1.874 2.286 0.0 0.0 0.0 0.22
H 1.261 5.177 2.321 0.0 0.0 0.1 0.27
H 1.950 3.655 2.907 0.0 0.0 0.0 0.26
H 0.459 1.889 3.502 0.0 0.0 0.0 0.22
H -1.805 0.900 3.552 0.0 0.0 0.0 0.22
H -3.643 1.955 2.272 0.0 0.0 0.0 0.21
H -3.205 4.007 0.955 0.0 0.0 0.0 0.22
H -0.950 4.989 0.912 0.0 0.0 0.0 0.23
H 4.802 -1.013 3.079 0.0 0.0 0.0 0.24
H 7.159 -1.174 2.355 0.0 0.0 0.0 0.25
H 7.725 -1.416 -0.033 0.0 0.0 0.0 0.25
H 5.916 -1.520 -1.749 0.0 0.0 0.0 0.25
O -8.949 2.253 -3.545 0.0 0.0 0.0 -0.74
S -8.207 2.987 -2.615 0.1 0.0 0.0 2.44
O -8.618 4.044 -1.799 0.0 0.0 0.0 -0.74
O -6.650 3.255 -3.186 0.0 0.0 0.0 -0.55
C -6.092 2.357 -2.354 -0.1 0.0 -0.1 0.72
N -7.133 1.873 -1.663 0.0 0.0 0.0 -0.54
C -6.963 0.936 -0.717 -0.1 0.0 0.0 0.17
C -5.666 0.524 -0.511 0.1 0.0 0.0 -0.28
C -4.631 1.089 -1.280 0.1 0.0 0.1 0.33
N -4.853 2.020 -2.227 0.0 0.0 0.0 -0.41
C -3.207 0.690 -1.105 -0.1 -0.1 0.0 -0.05
C -2.302 0.890 -2.144 0.0 0.1 0.0 -0.17
C -0.982 0.541 -1.961 -0.1 -0.1 -0.1 0.08
N -0.538 -0.022 -0.823 0.1 0.0 0.2 -0.50
C -1.405 -0.202 0.183 0.1 0.0 0.0 0.07
C -2.740 0.145 0.083 -0.1 -0.1 -0.1 -0.13
H -7.827 0.558 -0.185 0.0 0.0 0.0 0.28
H -5.469 -0.242 0.223 0.0 0.0 0.0 0.27
H -2.617 1.335 -3.078 0.0 0.0 0.0 0.27
H -0.256 0.713 -2.743 0.0 0.0 0.0 0.24
H -1.015 -0.619 1.102 0.0 0.0 0.0 0.23
H -3.377 0.008 0.946 0.1 -0.1 -0.1 0.24
S 0.465 -2.658 -1.593 0.0 0.0 0.1 -0.12
C 1.723 -3.818 -1.939 0.1 0.0 0.1 0.01
N 2.059 -4.770 -1.110 0.0 0.0 0.0 -0.51
C 2.947 -5.819 -1.639 0.0 0.0 0.0 -0.23
C 3.635 -5.201 -2.857 0.0 0.0 0.0 -0.53
S 2.527 -3.866 -3.437 0.0 0.0 0.0 0.48
H 1.573 -4.890 -0.232 0.0 0.0 0.0 0.44
H 2.341 -6.686 -1.905 0.0 0.0 0.0 0.24
H 3.667 -6.112 -0.879 0.0 0.0 0.0 0.25
H 3.767 -5.918 -3.662 0.0 0.0 0.0 0.28
H 4.595 -4.753 -2.614 0.0 0.0 0.0 0.25
```
Forces are in eV/Å.

- E_tot (eV) = -102547.662
- orbital gap (eV) = 5.933
- total charge = +3
- E_HOMO (eV) = -15.715
- relative energy (zero: lowest compared OMol25 entry of this formula, charge and spin) (eV) = 1.208
- maximum force (Eh/bohr) = 0.007